# 1
Entry from the Open Molecules 2025 dataset: C44H43BrF6FeN4O8P2S3 as an isolated structure in a non-equilibrium geometry (ωB97M-V/def2-TZVPD).

## Properties
maximum force = 0.0447 hartree/bohr
<S²> = 0.757
E_tot = -8837.38689 a.u.
multiplicity = 2
total charge = +1

CARTESIAN COORDINATES (ANGSTROEM)
Fe1 0.33 -0.12 -0.55
O1 -3.25 -1.83 -0.87
S1 -2.46 -0.66 -0.67
O2 -1.52 -0.34 -1.76
O3 -1.73 -0.63 0.63
C1 -3.55 0.76 -0.66
C2 -4.89 0.61 -0.94
C3 -5.69 1.74 -1.09
C4 -5.12 3.00 -0.99
C5 -3.77 3.14 -0.72
C6 -2.97 2.01 -0.52
P1 -1.23 2.13 0.06
C7 -1.64 2.53 1.81
C8 -2.35 3.68 2.16
C9 -2.56 3.99 3.49
C10 -2.10 3.15 4.49
C11 -1.45 1.98 4.14
C12 -1.22 1.67 2.81
C13 -0.83 3.77 -0.64
C14 -0.88 3.87 -2.03
C15 -0.54 5.04 -2.67
C16 -0.13 6.14 -1.93
C17 -0.06 6.05 -0.55
C18 -0.38 4.87 0.09
H1 -5.29 -0.38 -1.04
H2 -6.74 1.64 -1.29
H3 -5.72 3.88 -1.13
H4 -3.33 4.12 -0.67
H5 -2.73 4.34 1.40
H6 -3.09 4.90 3.75
H7 -2.25 3.41 5.52
H8 -1.12 1.30 4.92
H9 -0.72 0.75 2.54
H10 -1.21 3.01 -2.60
H11 -0.61 5.11 -3.75
H12 0.12 7.07 -2.43
H13 0.26 6.90 0.03
H14 -0.30 4.81 1.17
F1 -1.93 -2.00 -3.63
C19 -0.71 -2.44 -3.42
F2 -0.41 -3.24 -4.44
F3 0.17 -1.42 -3.46
S2 -0.29 -3.38 -1.86
O4 -0.42 -2.52 -0.70
O5 -1.09 -4.55 -1.88
N1 1.22 -3.64 -2.18
S3 2.37 -2.92 -1.40
O6 3.09 -3.76 -0.50
O7 2.05 -1.60 -0.89
C20 3.54 -2.54 -2.83
F4 3.03 -1.55 -3.57
F5 3.74 -3.58 -3.63
F6 4.72 -2.13 -2.38
Br1 2.28 2.97 0.64
C21 2.34 1.51 1.83
C22 3.11 1.59 2.98
C23 3.10 0.50 3.83
C24 2.34 -0.61 3.48
C25 1.61 -0.58 2.31
N2 1.61 0.47 1.49
H15 3.68 2.48 3.20
H16 3.68 0.51 4.74
H17 2.32 -1.48 4.12
H18 0.99 -1.41 1.98
C26 -2.65 -4.11 0.78
P2 -1.29 -3.11 1.48
C27 0.15 -4.20 1.65
C28 1.09 -3.93 2.65
C29 2.26 -4.67 2.73
C30 2.51 -5.68 1.81
C31 1.57 -5.96 0.83
C32 0.41 -5.22 0.74
C33 -1.89 -2.79 3.18
C34 -2.47 -1.57 3.51
C35 -2.99 -1.37 4.77
C36 -2.94 -2.39 5.71
C37 -2.36 -3.61 5.38
C38 -1.84 -3.82 4.12
H19 -3.04 -4.77 1.56
H20 -2.30 -4.68 -0.08
H21 -3.42 -3.44 0.43
H22 0.88 -3.17 3.39
H23 2.99 -4.45 3.50
H24 3.43 -6.23 1.86
H25 1.75 -6.75 0.12
H26 -0.30 -5.46 -0.04
H27 -2.50 -0.80 2.75
H28 -3.45 -0.43 5.02
H29 -3.34 -2.24 6.70
H30 -2.33 -4.41 6.11
H31 -1.40 -4.77 3.86
C39 4.20 1.04 -1.48
N3 3.58 1.35 -2.74
C40 4.49 1.67 -3.82
C41 3.76 2.43 -4.92
C42 2.53 1.63 -5.29
N4 1.71 1.45 -4.11
C43 0.29 1.34 -4.34
C44 2.24 1.29 -2.88
O8 1.49 1.17 -1.88
H32 4.59 1.95 -1.01
H33 5.03 0.34 -1.64
H34 3.47 0.57 -0.82
H35 4.91 0.75 -4.24
H36 5.30 2.27 -3.41
H37 4.41 2.57 -5.78
H38 3.47 3.41 -4.55
H39 2.81 0.65 -5.70
H40 1.93 2.16 -6.04
H41 -0.13 2.32 -4.58
H42 -0.19 0.95 -3.44
H43 0.11 0.65 -5.17



# 2
Entry from the Open Molecules 2025 dataset: C44H43N4O2PdTe as an isolated structure in a non-equilibrium geometry (ωB97M-V/def2-TZVPD).

## Properties
maximum force = 0.0343 hartree/bohr
<S²> = 6.049
E_tot = -2466.87634 a.u.
multiplicity = 5
total charge = +3

CARTESIAN COORDINATES (ANGSTROEM)
Pd1 0.70 1.35 -0.49
C1 -0.86 -5.86 1.04
C2 -0.78 -4.43 0.63
C3 -1.95 -3.68 0.39
C4 -1.91 -2.35 0.09
C5 -3.20 -1.58 -0.12
O1 -3.30 -0.41 0.21
C6 -4.36 -2.31 -0.68
C7 -5.63 -1.87 -0.30
C8 -6.76 -2.51 -0.78
C9 -6.63 -3.58 -1.66
C10 -5.37 -3.99 -2.07
C11 -4.24 -3.37 -1.58
C12 -0.61 -1.64 0.09
O2 -0.55 -0.40 0.00
C13 0.60 -2.45 0.24
C14 0.47 -3.79 0.52
C15 1.94 -1.85 0.20
N1 2.14 -0.60 -0.01
C16 3.51 -0.09 -0.11
C17 3.76 0.50 -1.50
Te1 3.33 -0.93 -3.05
C18 1.24 -0.61 -3.03
C19 0.72 0.69 -2.95
C20 -0.66 0.86 -3.08
C21 -1.50 -0.24 -3.20
C22 -0.97 -1.52 -3.26
C23 0.41 -1.71 -3.20
C24 3.09 -2.80 0.43
C25 3.74 -2.79 1.66
C26 4.82 -3.64 1.87
C27 5.24 -4.49 0.86
C28 4.59 -4.51 -0.36
C29 3.50 -3.67 -0.57
H1 -1.89 -6.21 1.08
H2 -0.40 -6.00 2.02
H3 -0.31 -6.50 0.34
H4 -2.90 -4.18 0.47
H5 -5.72 -1.04 0.39
H6 -7.74 -2.17 -0.47
H7 -7.51 -4.09 -2.01
H8 -5.28 -4.80 -2.79
H9 -3.27 -3.69 -1.93
H10 1.35 -4.39 0.70
H11 4.26 -0.86 0.10
H12 3.62 0.70 0.63
H13 4.81 0.79 -1.61
H14 3.13 1.37 -1.68
H15 1.37 1.55 -3.07
H16 -1.07 1.86 -3.14
H17 -2.57 -0.10 -3.29
H18 -1.62 -2.38 -3.40
H19 0.83 -2.70 -3.31
H20 3.41 -2.13 2.45
H21 5.33 -3.64 2.82
H22 6.07 -5.16 1.03
H23 4.91 -5.17 -1.15
H24 2.96 -3.71 -1.51
C30 4.10 4.73 -0.25
C31 3.40 5.85 -0.67
C32 2.03 5.75 -0.87
C33 1.39 4.53 -0.67
N2 2.08 3.44 -0.29
C34 3.39 3.56 -0.07
C35 -0.07 4.34 -0.83
C36 -0.95 5.39 -1.12
C37 -2.31 5.16 -1.22
C38 -2.82 3.88 -1.02
C39 -1.95 2.83 -0.75
C40 -0.59 3.06 -0.67
H25 5.16 4.76 -0.08
H26 3.91 6.79 -0.85
H27 1.47 6.62 -1.20
H28 3.91 2.67 0.27
H29 -0.58 6.40 -1.28
H30 -2.98 5.98 -1.44
H31 -3.89 3.70 -1.08
H32 -2.35 1.83 -0.61
N3 -1.17 3.02 4.26
C41 0.29 3.30 4.04
C42 0.61 3.12 2.56
N4 0.25 1.80 2.05
C43 -1.17 1.53 2.31
C44 -1.52 1.64 3.79
H33 -1.73 3.71 3.74
H34 -1.40 3.13 5.25
H35 0.86 2.61 4.66
H36 0.51 4.32 4.36
H37 1.68 3.30 2.40
H38 0.07 3.87 1.96
H39 0.83 1.09 2.47
H40 -1.43 0.54 1.94
H41 -1.76 2.24 1.73
H42 -0.96 0.93 4.39
H43 -2.59 1.48 3.94



# 3
Entry from the Open Molecules 2025 dataset: C44H43NO2SiTc as an isolated structure (ωB97M-V/def2-TZVPD).

## Properties
maximum force = 0.0157 hartree/bohr
<S²> = 0.780
E_tot = -2277.82935 a.u.
multiplicity = 2
total charge = 0

CARTESIAN COORDINATES (ANGSTROEM)
Tc1 -0.12 -0.23 -0.30
C1 3.66 -0.91 0.14
O1 2.68 0.10 0.30
C2 3.30 1.38 0.25
C3 2.40 2.43 0.84
O2 1.13 2.41 0.20
C4 0.43 3.61 0.48
H1 4.37 -0.87 0.97
H2 4.20 -0.80 -0.80
H3 3.16 -1.88 0.14
H4 3.57 1.62 -0.79
H5 4.22 1.35 0.84
H6 2.88 3.40 0.67
H7 2.28 2.29 1.92
H8 1.04 4.47 0.20
H9 0.17 3.67 1.54
H10 -0.48 3.62 -0.12
C5 -1.91 -1.32 -0.17
C6 -2.72 -1.68 -1.37
C7 -2.47 -2.85 -2.08
C8 -3.23 -3.19 -3.19
C9 -4.28 -2.38 -3.60
C10 -4.57 -1.24 -2.87
C11 -3.80 -0.90 -1.76
H11 -1.62 -2.25 0.35
H12 -2.52 -0.75 0.54
H13 -1.67 -3.51 -1.76
H14 -3.01 -4.11 -3.73
H15 -4.87 -2.64 -4.46
H16 -5.40 -0.61 -3.15
H17 -4.07 -0.02 -1.18
N1 2.50 -6.36 -3.46
C12 2.08 -5.41 -2.97
C13 1.54 -4.23 -2.35
C14 1.55 -4.10 -0.97
C15 1.05 -2.95 -0.38
C16 0.54 -1.92 -1.17
C17 0.48 -2.08 -2.56
C18 1.00 -3.22 -3.15
H18 1.95 -4.91 -0.36
H19 1.04 -2.88 0.70
H20 0.02 -1.33 -3.19
H21 0.97 -3.34 -4.22
C19 3.04 0.19 -5.04
C20 1.90 0.64 -5.68
C21 0.82 1.08 -4.93
C22 0.85 1.07 -3.54
C23 2.01 0.63 -2.91
C24 3.10 0.20 -3.66
C25 -0.34 1.54 -2.81
C26 -0.86 1.17 -1.64
C27 -2.15 1.81 -1.24
C28 -2.47 1.98 0.11
C29 -3.67 2.53 0.51
C30 -4.59 2.94 -0.44
C31 -4.29 2.80 -1.79
C32 -3.09 2.23 -2.18
H22 3.89 -0.15 -5.62
H23 1.84 0.64 -6.76
H24 -0.08 1.44 -5.43
H25 2.05 0.60 -1.84
H26 3.99 -0.15 -3.15
H27 -0.92 2.25 -3.39
H28 -1.76 1.69 0.87
H29 -3.89 2.63 1.57
H30 -5.54 3.37 -0.14
H31 -5.00 3.10 -2.54
H32 -2.90 2.07 -3.23
C33 -1.65 -4.40 3.91
C34 -0.32 -4.18 3.60
C35 0.09 -2.96 3.09
C36 -0.83 -1.92 2.88
C37 -2.16 -2.16 3.21
C38 -2.57 -3.38 3.72
Si1 -0.35 -0.23 2.20
C39 1.04 0.51 3.21
C40 0.82 1.71 3.90
C41 1.83 2.32 4.62
C42 3.09 1.76 4.67
C43 3.34 0.57 4.00
C44 2.32 -0.05 3.28
H33 -1.97 -5.35 4.30
H34 0.41 -4.97 3.75
H35 1.14 -2.81 2.88
H36 -2.89 -1.37 3.06
H37 -3.61 -3.54 3.96
H38 -1.51 0.65 2.50
H39 -0.17 2.16 3.87
H40 1.62 3.25 5.15
H41 3.88 2.24 5.23
H42 4.32 0.11 4.04
H43 2.54 -0.96 2.76



# 4
Entry from the Open Molecules 2025 dataset: C44H44AsF5N7Ru as an isolated structure in a non-equilibrium geometry (ωB97M-V/def2-TZVPD).

## Properties
maximum force = 0.0782 hartree/bohr
<S²> = 0.874
E_tot = -4915.67017 a.u.
multiplicity = 2
energy relative to the best compared isomer or geometry (same formula, charge and spin) = 575.58 kJ/mol
total charge = +2

CARTESIAN COORDINATES (ANGSTROEM)
Ru1 -0.04 -0.67 0.07
C1 6.36 -4.21 0.58
C2 5.20 -3.35 0.19
C3 5.41 -2.01 -0.17
C4 4.36 -1.20 -0.53
C5 3.01 -1.65 -0.51
N1 2.01 -0.79 -0.85
C6 2.38 0.13 -1.80
C7 3.05 -0.36 -2.95
C8 3.72 0.46 -3.81
C9 3.79 1.83 -3.55
C10 4.71 2.70 -4.32
C11 3.02 2.34 -2.51
C12 2.26 1.54 -1.67
N2 1.50 2.15 -0.67
C13 1.17 3.47 -0.63
C14 0.50 3.70 0.54
C15 0.45 2.45 1.17
N3 1.05 1.53 0.43
C16 2.81 -2.99 -0.10
C17 3.89 -3.81 0.21
N4 1.53 -3.53 0.07
C18 1.15 -4.79 -0.23
C19 0.01 -5.07 0.48
C20 -0.24 -3.91 1.21
N5 0.67 -2.98 0.96
H1 7.13 -3.60 1.05
H2 6.81 -4.66 -0.30
H3 6.07 -5.01 1.25
H4 6.41 -1.60 -0.17
H5 4.55 -0.18 -0.81
H6 3.04 -1.43 -3.12
H7 4.25 0.05 -4.65
H8 5.69 2.22 -4.40
H9 4.83 3.67 -3.85
H10 4.35 2.84 -5.34
H11 3.08 3.40 -2.31
H12 1.39 4.15 -1.42
H13 0.10 4.62 0.90
H14 -0.01 2.21 2.11
H15 3.68 -4.83 0.48
H16 1.70 -5.39 -0.93
H17 -0.56 -5.98 0.48
H18 -1.03 -3.73 1.91
N6 0.85 -0.68 5.46
C21 1.93 -0.95 4.47
C22 1.59 -0.24 3.15
N7 0.30 -0.65 2.64
C23 -0.75 -0.40 3.61
C24 -0.48 -1.11 4.94
H19 0.82 0.33 5.66
H20 1.05 -1.16 6.35
H21 1.98 -2.03 4.32
H22 2.88 -0.60 4.87
H23 2.36 -0.47 2.41
H24 1.59 0.85 3.30
H25 0.33 -1.66 2.42
H26 -1.70 -0.74 3.20
H27 -0.83 0.68 3.78
H28 -0.44 -2.19 4.79
H29 -1.25 -0.88 5.67
C25 -3.37 5.82 0.51
C26 -3.31 4.94 1.58
C27 -2.93 3.63 1.37
C28 -2.62 3.17 0.09
C29 -2.64 4.08 -0.96
C30 -3.03 5.39 -0.76
As1 -2.28 1.27 -0.23
C31 -2.20 1.26 -2.18
C32 -1.04 0.73 -2.74
C33 -0.89 0.62 -4.11
C34 -1.93 1.03 -4.94
C35 -3.09 1.54 -4.39
C36 -3.22 1.67 -3.02
C37 -4.03 0.55 0.29
C38 -4.92 0.00 -0.62
C39 -6.11 -0.56 -0.18
C40 -6.41 -0.59 1.17
C41 -5.52 -0.06 2.09
C42 -4.33 0.49 1.65
H30 -3.67 6.85 0.68
H31 -3.55 5.28 2.57
H32 -2.88 2.94 2.21
H33 -2.35 3.76 -1.96
H34 -3.07 6.07 -1.59
H35 -0.25 0.34 -2.06
H36 0.02 0.21 -4.53
H37 -1.83 0.91 -6.01
H38 -3.91 1.82 -5.04
H39 -4.14 2.08 -2.60
H40 -4.69 -0.01 -1.67
H41 -6.79 -0.99 -0.90
H42 -7.33 -1.04 1.51
H43 -5.75 -0.09 3.14
H44 -3.61 0.86 2.37
F1 -2.26 -1.65 0.80
C43 -1.84 -2.10 -0.49
F2 -2.45 -1.22 -1.36
C44 -2.64 -3.40 -0.74
F3 -2.86 -4.09 0.39
F4 -3.84 -3.16 -1.27
F5 -1.98 -4.21 -1.58



# 5
Entry from the Open Molecules 2025 dataset: C44H45BrErN2O2Si as an isolated structure in a non-equilibrium geometry (ωB97M-V/def2-TZVPD).

## Properties
maximum force = 0.0605 hartree/bohr
<S²> = 3.753
E_tot = -5842.28336 a.u.
multiplicity = 4
total charge = -1

CARTESIAN COORDINATES (ANGSTROEM)
Er1 0.01 0.27 0.56
C1 -1.23 -1.02 2.54
C2 -0.29 -1.95 2.00
C3 -0.69 -2.25 0.68
C4 -1.87 -1.51 0.39
C5 -2.20 -0.76 1.54
C6 -3.43 0.07 1.76
C7 -2.67 -1.63 -0.88
C8 -0.08 -3.30 -0.21
C9 0.79 -2.64 2.78
C10 -1.26 -0.49 3.94
H1 -4.04 -0.35 2.56
H2 -4.04 0.12 0.86
H3 -3.20 1.10 2.04
H4 -3.32 -2.51 -0.85
H5 -2.03 -1.72 -1.76
H6 -3.30 -0.75 -1.02
H7 -0.51 -4.28 0.02
H8 1.00 -3.37 -0.07
H9 -0.26 -3.09 -1.26
H10 1.48 -3.16 2.12
H11 0.36 -3.38 3.46
H12 1.36 -1.93 3.39
H13 -2.10 -0.91 4.49
H14 -1.36 0.60 3.96
H15 -0.34 -0.74 4.47
C11 3.42 -0.94 0.83
O1 2.38 -0.66 -0.09
C12 2.75 -0.40 -1.40
C13 4.07 -0.18 -1.80
C14 4.28 0.12 -3.14
Br1 6.07 0.44 -3.71
C15 3.27 0.22 -4.06
C16 1.92 0.00 -3.65
C17 1.70 -0.33 -2.29
O2 0.44 -0.55 -1.81
C18 0.80 0.12 -4.50
N1 -0.46 -0.10 -4.11
C19 -1.27 0.14 -5.19
C20 -2.65 0.06 -5.33
C21 -3.20 0.35 -6.57
C22 -2.41 0.72 -7.65
C23 -1.02 0.81 -7.53
C24 -0.48 0.52 -6.30
N2 0.83 0.49 -5.84
H16 4.05 -0.07 0.98
H17 4.02 -1.78 0.48
H18 2.94 -1.18 1.78
H19 4.90 -0.22 -1.11
H20 3.50 0.48 -5.08
H21 -0.20 -0.42 -2.62
H22 -3.27 -0.21 -4.48
H23 -4.28 0.31 -6.69
H24 -2.88 0.95 -8.60
H25 -0.40 1.10 -8.37
H26 1.64 0.77 -6.35
C25 4.85 3.26 2.89
Si1 3.17 3.19 3.74
C26 3.43 2.74 5.54
C27 2.31 4.85 3.65
C28 2.14 1.97 2.87
C29 1.42 1.22 2.21
H27 5.50 4.03 3.33
H28 4.73 3.49 1.83
H29 5.35 2.30 2.97
H30 4.07 3.47 6.05
H31 3.91 1.75 5.63
H32 2.48 2.69 6.07
H33 2.88 5.66 4.12
H34 1.34 4.79 4.15
H35 2.12 5.13 2.61
C30 -0.91 1.92 -0.78
C31 -1.16 2.60 -1.77
C32 -1.41 3.37 -2.93
C33 -2.81 3.56 -3.33
C34 -3.20 3.74 -4.66
C35 -4.53 3.91 -5.01
C36 -5.52 3.89 -4.04
C37 -5.16 3.67 -2.71
C38 -3.83 3.50 -2.36
C39 -0.27 3.89 -3.65
C40 1.01 3.34 -3.45
C41 2.12 3.83 -4.11
C42 2.01 4.90 -4.99
C43 0.76 5.48 -5.18
C44 -0.36 4.99 -4.53
H36 -2.45 3.69 -5.45
H37 -4.80 4.04 -6.05
H38 -6.56 4.02 -4.31
H39 -5.92 3.62 -1.94
H40 -3.55 3.33 -1.33
H41 1.11 2.50 -2.78
H42 3.09 3.38 -3.93
H43 2.88 5.29 -5.50
H44 0.66 6.33 -5.85
H45 -1.31 5.49 -4.66